85
Properties=species:S:1:pos:R:3:forces:R:3:mulliken_charge:R:1 method="wB97M-V/def2-TZVPD" total_charge=+1 lumo_energy_ev=-2.20 gap_ev=8.3 e_homo_ev=-10.54
H 3.342 2.419 -2.257 0.0 0.0 0.0 0.2813
H -1.587 2.786 3.015 0.0 0.0 0.0 0.5747
H 4.288 1.521 -0.096 0.0 0.0 0.0 0.5236
H 1.548 -2.689 -1.169 0.0 0.0 0.0 0.2355
C 1.457 3.031 -1.389 0.0 0.0 0.0 -0.6741
H 0.018 3.458 2.703 0.0 0.0 0.0 0.3368
H -3.532 1.471 -2.231 0.0 0.0 0.0 0.5515
H 1.343 3.946 -1.980 0.0 0.0 0.0 0.5543
C -2.156 3.694 0.583 0.0 0.0 0.0 -0.9935
C -0.850 0.500 6.120 0.0 0.0 0.0 -0.7308
C 2.927 2.678 -1.278 0.0 0.0 -0.1 -0.8987
C 1.347 -2.041 4.364 0.0 0.1 0.0 -1.2296
C -0.282 -1.412 -4.301 0.0 0.0 0.0 -1.0144
H 1.063 3.235 -0.393 0.0 0.0 0.0 0.2693
H -1.782 4.318 1.385 0.0 0.0 0.0 0.5068
C 1.468 -2.846 -3.182 0.0 0.0 0.0 -0.9839
C 0.859 1.819 -3.428 0.0 0.0 0.0 -0.5021
H -1.439 -4.383 2.093 0.0 0.0 0.0 0.2203
H -3.127 -0.781 3.970 0.0 0.0 0.0 0.3612
H 4.562 -0.141 -1.583 0.0 0.0 0.0 0.4955
H -1.380 -0.329 -2.990 0.0 0.0 0.0 0.2815
N 1.791 -2.093 -1.953 -0.1 0.0 0.1 0.1550
N 0.252 1.001 0.987 0.0 0.0 0.0 2.4779
H -2.926 0.921 5.751 0.0 0.0 0.0 0.4362
C -1.635 -2.763 -0.472 -0.1 0.0 0.4 0.3227
C -2.180 -0.636 4.476 0.0 0.0 0.0 -0.5567
H 1.913 -2.363 5.238 0.0 0.0 0.0 0.5488
C -3.398 -2.605 1.137 0.0 0.0 0.0 -0.6893
H 1.797 1.291 -3.601 0.0 0.0 0.0 0.2309
S 0.774 -1.803 1.057 0.1 -0.2 0.2 -0.3337
C 0.245 -0.271 5.765 0.0 0.0 0.0 -0.2767
H -1.051 -5.011 0.480 0.0 0.0 0.0 0.3056
H -3.550 5.179 -0.064 0.0 0.0 0.0 0.4270
H 2.751 1.854 0.693 0.0 0.0 0.0 0.3302
H 1.865 -1.151 -4.471 0.0 0.0 0.0 0.2320
N -2.303 -3.330 0.490 0.0 0.0 -0.2 -0.0118
C -2.091 1.617 -0.663 -0.1 0.0 0.0 -0.1883
N 0.629 1.963 -1.983 0.0 0.0 0.0 0.4011
C 1.134 -1.962 -4.372 0.0 0.0 0.0 -0.5386
H -4.315 -3.190 1.079 0.0 0.0 0.0 0.3435
H 0.937 2.797 -3.916 0.0 0.0 0.0 0.5198
C -0.573 2.537 2.709 0.0 0.0 0.0 -1.9320
H 2.817 -0.345 0.148 0.0 0.0 0.0 0.1031
H -1.163 -2.157 3.344 0.0 0.0 0.0 -0.0953
C 3.207 1.591 -0.260 0.0 0.0 0.0 -0.8405
C -3.155 4.186 -0.227 0.0 0.0 0.0 -0.9718
N -0.440 -0.279 -3.368 0.0 0.0 0.0 0.2283
H -2.665 -5.279 1.163 0.0 0.0 0.0 0.3469
H 2.298 -3.514 -3.431 0.0 0.0 0.0 0.5680
H -3.544 -1.650 0.638 0.0 0.0 0.0 0.1791
C -0.289 1.039 -4.018 0.0 0.0 0.0 -1.1103
H -0.132 1.864 3.434 0.0 0.0 0.0 0.2355
O -1.596 0.427 -0.939 -0.1 0.0 0.1 0.2583
C -0.584 1.930 1.330 0.0 0.0 0.1 0.1801
H -0.142 0.923 -5.093 0.0 0.0 0.0 0.4424
C -2.069 0.321 5.473 0.0 0.0 0.0 -0.5837
S 2.533 -1.028 3.414 0.1 0.0 0.0 -0.2229
H -1.209 1.615 -3.881 0.0 0.0 0.0 0.3545
C 1.423 -0.576 2.104 -0.1 0.1 -0.1 -0.2333
H 1.220 -2.565 -5.279 0.0 0.0 0.0 0.4241
H 3.460 3.575 -0.961 0.0 0.0 0.0 0.5599
C -1.835 -4.577 1.095 0.0 0.0 0.0 -0.7881
C 0.139 -1.240 4.770 0.1 0.0 0.0 0.4676
H -3.150 -2.426 2.184 0.0 0.0 0.0 0.2038
C 3.232 -1.800 -1.818 0.0 -0.1 0.0 -1.0950
H 0.604 -3.477 -2.970 0.0 0.0 0.0 0.3875
N -1.040 -2.213 -1.304 -0.1 -0.1 -0.2 -0.1134
H 3.225 0.156 -2.690 0.0 0.0 0.0 0.2572
H 3.608 -2.271 -0.906 0.0 0.0 0.0 0.3286
C -3.142 2.116 -1.451 0.0 0.0 -0.1 -0.2154
H 1.198 -0.117 6.259 0.0 0.0 0.0 0.3958
C -1.081 -1.414 4.130 0.0 0.0 0.0 0.6529
H 1.080 -2.918 3.777 0.0 0.0 0.0 0.3600
H -0.942 -2.211 -3.965 0.0 0.0 0.0 0.4153
C 3.493 -0.318 -1.745 0.0 0.1 0.0 -0.5044
H -0.619 -1.117 -5.298 0.0 0.0 0.0 0.6027
N 2.693 0.263 -0.658 0.0 0.0 0.0 0.3262
C -3.659 3.377 -1.247 0.0 0.0 0.0 -0.7497
N 1.150 0.672 2.016 0.1 0.0 0.1 -1.0500
H 3.789 -2.228 -2.653 0.0 0.0 0.0 0.4262
H -0.755 1.241 6.903 0.0 0.0 0.0 0.3866
H -0.329 2.294 -1.890 0.0 0.0 0.0 -0.0511
C -1.599 2.418 0.388 0.0 0.0 0.1 0.6883
H -4.461 3.739 -1.879 0.0 0.0 0.0 0.4480
Sc 0.283 -0.266 -0.965 0.3 0.2 -0.3 -0.9706

90
Properties=species:S:1:pos:R:3:forces:R:3:mulliken_charge:R:1 method="wB97M-V/def2-TZVPD" lumo_energy_ev=-0.31 gap_ev=7.3 e_homo_ev=-7.59
Te 0.908 2.358 -0.609 -0.1 0.2 0.1 -0.2738
H 4.085 -4.352 -2.770 0.0 0.0 0.0 0.2363
N 2.610 -4.492 -0.419 0.0 0.0 -0.1 0.3195
C 3.085 -5.576 -1.277 0.0 0.0 0.0 -0.7544
O -1.223 0.394 -1.141 0.0 -0.2 -0.1 -0.3421
As 1.664 0.043 2.807 0.2 -0.1 0.2 0.5239
H 2.474 -3.996 1.603 0.0 -0.1 -0.1 0.3833
H 0.904 3.645 3.336 0.0 0.0 0.0 0.2213
H 3.528 -5.337 1.226 0.0 0.0 0.0 0.3278
H 1.929 -2.357 0.706 0.0 -0.1 0.0 -1.0811
S -0.161 0.587 2.000 0.0 0.0 0.3 -0.1191
Si 0.032 3.116 -3.786 0.1 0.0 0.0 0.1094
N -6.253 -1.047 0.769 0.0 0.0 -0.1 -0.5651
H -1.010 1.123 -4.806 0.0 0.0 0.0 0.3592
H -4.444 0.751 2.184 0.0 0.0 0.0 0.5017
H 5.162 -4.988 -1.531 0.0 0.0 0.0 0.2802
C -4.315 -0.076 2.869 0.0 0.0 0.0 -0.1880
H 0.099 5.203 3.066 0.0 0.0 0.0 0.4222
H 0.499 -2.883 -2.446 0.0 0.0 0.0 0.1321
H 0.988 6.995 0.643 0.0 0.0 0.0 0.3889
C -2.435 0.020 -0.805 -0.1 0.0 0.0 0.8931
H 3.103 6.418 2.858 0.0 0.0 0.0 0.3190
H 0.349 5.695 -0.350 0.0 0.0 0.0 0.2885
H 2.322 3.003 -2.730 0.0 0.0 0.0 0.5697
H 4.544 -6.057 -2.789 0.0 0.0 0.0 0.3912
N -6.342 -1.240 1.988 -0.1 0.0 0.1 -0.3972
C -3.971 -2.191 4.645 0.0 0.0 0.0 -0.5333
H 3.312 3.399 -0.185 0.0 0.0 0.0 0.5718
H -2.854 -4.725 1.400 0.0 0.0 0.0 0.4399
H 2.265 -5.920 -1.904 0.0 0.0 0.0 0.4024
C -5.200 -1.149 2.858 0.0 0.0 0.1 -0.0078
C 2.468 3.258 0.492 -0.1 0.0 -0.1 -0.0617
H 0.016 0.657 -3.449 0.0 0.0 0.0 -0.1283
N 1.465 -2.487 -0.192 -0.1 0.1 -0.1 1.0296
C -3.064 -1.144 4.608 0.0 0.0 0.0 -0.0753
C -4.975 -0.792 0.164 0.0 0.1 -0.1 -0.2092
Br -1.562 -1.168 5.754 0.0 0.0 0.0 -0.1657
H -1.815 3.209 -2.137 0.0 0.0 0.0 0.0069
C 1.765 -3.543 -0.878 0.1 0.0 0.0 1.3041
H 0.511 -4.643 -2.227 0.0 0.0 0.0 0.3869
C 1.334 3.359 -2.431 0.1 0.0 -0.1 -0.7142
C 1.252 6.058 0.150 0.0 0.0 0.0 -1.0550
C -0.058 1.325 -4.308 0.0 0.0 0.0 -0.5363
C -1.606 -3.226 0.491 0.0 -0.1 -0.1 -0.2314
C -3.958 -2.985 0.839 0.1 0.0 0.0 -0.6957
H -3.463 1.766 -1.477 0.0 0.0 0.0 0.3168
H 1.996 6.285 -0.617 0.0 0.0 0.0 0.3122
C -4.815 0.384 -0.523 0.0 -0.1 0.0 -0.8680
C 1.126 -3.742 -2.223 0.0 0.0 0.0 -1.7891
H -0.680 -3.776 0.598 0.0 0.0 0.0 0.4081
H -0.288 3.806 2.060 0.0 0.0 0.0 0.2362
H -5.675 1.034 -0.636 0.0 0.0 0.0 0.4038
H 1.408 4.421 -2.180 0.0 0.0 0.0 0.1851
H 1.877 -3.841 -3.006 0.0 0.0 0.0 0.4483
H -2.424 3.488 -3.767 0.0 0.0 0.0 0.3399
Si 1.894 4.815 1.404 0.0 -0.1 0.0 0.1640
H -0.164 4.119 -6.047 0.0 0.0 0.0 0.3018
H 4.167 -2.408 0.541 0.0 0.0 0.0 0.1933
C -2.828 -3.743 0.952 -0.1 0.0 0.0 -1.1943
C 0.550 4.198 -5.224 0.0 0.0 0.0 -1.0911
Pd 0.148 -1.015 -0.628 0.2 0.0 -0.2 0.8920
C 0.525 4.327 2.573 -0.1 0.0 0.0 -0.7538
H -4.909 -3.364 1.188 0.0 0.0 0.0 0.6220
H 0.747 1.082 -5.005 0.0 0.0 0.0 0.3478
C 4.290 -5.218 -2.140 0.0 0.0 0.0 -1.0046
C 3.367 5.504 2.322 0.0 0.0 0.0 -0.9710
H 1.528 3.898 -5.605 0.0 0.0 0.0 0.3197
C -2.634 -1.271 -0.213 0.0 0.1 0.0 0.2144
H -1.588 4.786 -2.908 0.0 0.0 0.0 0.3630
H 5.260 -3.786 0.339 0.0 0.0 0.0 0.3390
C -5.054 -2.177 3.780 0.0 0.0 0.0 -0.2588
C -3.563 0.804 -0.993 0.1 0.0 0.0 -0.5369
H 4.768 -3.261 1.952 0.0 0.0 0.0 0.3861
N -1.524 -2.055 -0.089 0.0 0.0 0.0 -0.0243
H 3.338 -6.410 -0.621 0.0 0.0 0.0 0.3909
C -1.600 3.707 -3.085 0.0 0.0 0.0 -0.6853
C -3.244 -0.072 3.746 0.0 0.0 0.0 -0.5291
S 3.028 1.470 3.374 0.0 -0.2 0.2 -0.3820
S 2.158 -1.956 3.010 -0.2 0.3 0.2 -0.4456
H 3.725 4.777 3.054 0.0 0.0 0.0 0.2778
C 3.234 -4.339 0.898 0.0 -0.1 0.0 -0.9307
H -5.786 -2.975 3.798 0.0 0.0 0.0 0.4445
C -3.886 -1.691 0.270 0.0 0.0 0.0 0.7319
H 2.734 2.503 1.238 0.0 0.1 -0.1 -0.3217
H -3.834 -3.005 5.344 0.0 0.0 0.0 0.4298
S 1.969 0.354 -1.120 0.0 -0.2 -0.1 -0.4931
H 0.609 5.249 -4.933 0.0 0.0 0.0 0.2945
H 4.192 5.736 1.646 0.0 0.0 0.0 0.3103
H -2.536 0.744 3.742 0.0 0.0 0.0 0.7668
C 4.430 -3.394 0.925 0.0 0.0 0.0 -0.8344

88
Properties=species:S:1:pos:R:3:forces:R:3:mulliken_charge:R:1 method="wB97M-V/def2-TZVPD" lumo_energy_ev="-1.84 / -0.20" gap_ev="5.3 / 7.4" e_homo_ev="-7.15 / -7.61" spin_multiplicity=5
C -1.022 5.531 3.656 -0.1 0.2 0.0 0.2110
H -3.603 -3.755 -0.404 0.0 0.0 0.0 0.4657
C -2.999 -3.018 -0.915 0.0 -0.1 0.0 -1.2035
H -3.388 0.813 -1.219 0.0 0.0 0.1 -0.0633
C -2.859 -3.021 -2.293 0.0 -0.1 0.0 -0.4735
H -3.170 1.126 -2.937 0.0 -0.1 -0.1 0.2073
C -4.759 -1.252 1.713 0.0 0.1 0.0 -0.4771
H -4.061 2.261 -1.937 -0.1 0.1 0.0 0.4531
H -2.409 -2.002 0.890 0.0 -0.1 0.0 0.4917
H 2.236 1.953 -3.808 0.0 -0.1 0.0 0.3205
H 0.829 -2.562 4.855 0.0 0.0 0.0 0.4516
C 1.428 -0.872 -2.837 -0.1 0.1 -0.1 -1.0466
C 0.439 -2.049 3.977 -0.1 0.0 -0.1 -0.7702
C -1.965 3.698 -0.112 0.0 -0.2 -0.1 0.0159
H -7.498 0.339 0.628 -0.1 0.0 0.0 0.4072
Mn -0.462 0.264 0.346 -0.5 0.0 0.1 0.4148
H 2.638 0.332 -0.373 0.0 0.0 0.0 0.0984
Si -0.136 0.171 -2.716 -0.1 -0.2 -0.1 -1.1572
H -3.033 3.719 0.116 -0.1 0.0 0.0 0.5427
Te -2.256 0.533 2.390 0.1 -0.1 0.1 -0.0753
N -0.134 3.546 2.722 0.1 -0.2 0.0 -0.0129
H -1.646 4.717 -0.333 0.0 0.1 0.0 0.5205
H 0.385 6.674 4.797 0.0 0.0 0.0 0.4443
H 3.361 1.829 0.187 0.0 0.1 0.0 0.3451
H 1.602 -4.642 2.376 0.0 0.0 0.0 0.3510
H -2.537 4.601 2.464 0.0 0.1 0.0 0.4520
S -0.065 4.433 6.554 0.0 0.0 0.0 -0.3171
C 0.445 2.444 3.020 0.1 -0.5 -0.3 -0.4848
C 2.939 1.335 -0.687 0.0 -0.1 0.0 -1.0599
C -2.174 5.530 2.886 0.0 0.0 0.0 -0.0214
C -1.426 -1.098 -2.103 0.0 0.0 0.0 0.3834
C -2.351 -2.045 -0.186 0.0 0.1 0.0 -0.5857
H -1.447 3.381 0.789 0.0 0.0 0.0 -0.7601
C -3.199 1.595 -1.954 0.1 0.0 0.1 -0.7669
C -6.524 0.035 0.969 0.0 0.0 0.0 -0.5727
H -1.903 -2.057 -3.952 0.0 0.0 -0.1 0.4549
H -0.624 4.459 -2.921 0.1 0.1 0.0 0.3175
C -2.056 -2.064 -2.883 0.1 0.1 0.0 -0.8183
S -5.280 1.176 1.203 0.1 0.1 -0.1 -0.0454
H 1.658 -1.363 -1.894 0.0 0.0 0.0 0.2449
H 3.733 1.223 -1.427 0.1 0.0 -0.1 0.5791
C 1.447 4.001 -0.486 0.0 -0.1 0.0 -0.6975
H -1.677 0.959 -4.531 -0.1 0.1 0.0 0.3657
C -2.832 6.728 2.662 0.0 0.0 0.0 -0.7983
S 0.985 1.163 1.953 0.2 0.4 0.1 -0.1093
H -2.864 8.837 3.033 0.0 0.0 0.0 0.3833
H -2.365 4.374 -3.114 -0.1 0.0 0.0 0.3937
H 1.346 3.463 -3.651 -0.1 0.0 0.0 0.2783
H 3.010 3.352 -3.092 0.1 0.0 0.0 0.3660
C -0.136 1.458 -1.399 0.2 -0.1 0.0 1.1472
C -4.159 -0.020 1.703 0.0 0.0 0.1 0.1428
N -1.615 -1.090 -0.764 0.2 0.0 -0.1 1.3574
C -1.457 3.771 -3.061 0.0 -0.1 0.1 -1.1377
H 2.454 4.421 -0.463 0.1 0.0 0.0 0.4159
H 1.093 3.914 0.541 0.0 0.0 0.0 -0.0451
C -0.516 6.700 4.202 0.0 0.0 0.0 -0.4207
H -3.355 -3.772 -2.894 0.0 0.0 0.0 0.4351
H 3.909 -1.689 3.743 0.0 0.0 0.0 0.4448
H 2.750 -4.188 3.670 0.0 0.0 0.0 0.4223
H 0.232 -1.007 4.197 0.0 0.1 0.0 0.1193
C 2.408 -3.966 2.660 0.0 -0.1 0.0 -1.1773
H 2.306 -0.299 -3.131 0.0 0.1 0.0 0.2997
C -1.189 7.889 3.976 0.0 0.0 0.0 -0.6256
H 3.804 -0.779 2.207 0.0 0.0 0.0 0.3055
As 1.751 -2.159 2.578 0.0 0.0 -0.1 0.9009
H -3.729 6.734 2.059 0.0 0.0 0.0 0.3851
H -0.483 -2.521 3.634 0.1 0.0 0.0 0.2669
C -0.646 0.618 -4.472 0.1 0.0 0.1 -1.2378
C -2.343 7.906 3.207 0.0 0.0 0.0 -0.4443
C 2.065 2.810 -3.157 -0.1 0.0 0.1 -1.1816
H 0.808 4.719 -0.997 -0.1 0.1 0.0 0.2688
C 3.266 -1.085 3.104 0.0 -0.1 0.0 -0.9720
H 3.231 -4.069 1.954 0.0 0.0 0.0 0.3602
Si 1.515 2.359 -1.399 0.0 0.1 0.0 0.2659
Si -1.634 2.588 -1.596 0.0 0.1 -0.1 0.1083
H 1.268 -1.648 -3.589 0.0 0.0 0.0 0.3695
H -4.257 -2.149 2.038 0.0 -0.1 0.1 0.5681
C 0.077 3.798 5.038 0.0 0.0 0.3 0.1730
S 1.051 -1.876 0.600 0.0 -0.1 0.1 -0.7161
C -6.107 -1.224 1.279 -0.1 0.0 0.0 -0.6137
H -6.741 -2.095 1.218 0.0 -0.1 0.0 0.3834
H -0.010 1.403 -4.879 0.1 0.1 0.0 0.3689
S 0.796 2.246 4.706 -0.1 0.1 0.1 -0.1556
H -1.331 3.278 -4.022 0.0 -0.1 -0.1 0.2696
H -0.540 -0.252 -5.121 0.0 -0.1 0.0 0.4644
H -0.804 8.806 4.398 0.0 0.0 0.0 0.3695
H 2.922 -0.203 3.634 0.0 0.0 0.0 0.2730
N -0.340 4.296 3.849 0.1 0.1 0.0 0.1999

Computed ΔE to the lowest compared entry with this formula, charge and spin (eV) in order:
0.0000, 0.0000, 0.0758